{
  "formula": "C2H8NO2",
  "method": "ωB97M-V/def2-TZVPD",
  "symbols": ["C", "O", "C", "N", "H", "H", "H", "H", "H", "H", "H", "H", "O"],
  "positions_angstrom": [[-0.18952, 0.95937, -0.41047], [-0.03412, -0.15816, -1.18729], [-1.14763, 0.67937, 0.75622], [-0.63215, -0.50117, 1.50763], [-0.60320, 1.72770, -1.12095], [0.79397, 1.23545, 0.07631], [-2.07184, 0.27604, 0.29580], [-1.44176, 1.44029, 1.46087], [0.31523, -0.72210, 1.21427], [-1.12749, -1.32044, 1.18061], [1.36497, -0.81794, -1.31378], [2.41913, -1.76513, -0.92061], [2.35441, -1.03329, -1.53861]],
  "atomic_forces_ev_per_a": [[0.2, -0.4, -0.8], [0.0, -0.6, 0.3], [-0.5, -2.2, -0.7], [-0.1, -0.1, 0.7], [0.4, 0.5, 1.1], [-0.4, 0.5, -0.4], [0.1, 0.6, 0.0], [0.3, 0.8, 0.1], [0.0, 0.4, -0.1], [-0.1, 0.1, 0.0], [0.0, 1.2, -0.7], [0.6, -0.3, 0.0], [-0.6, -0.5, 0.6]],
  "lowdin_charge": [-0.470, -0.356, -0.299, -0.051, 0.087, 0.096, 0.091, 0.066, 0.036, 0.034, -0.028, -0.023, -0.184],
  "de_lowest_kcal_mol": 12.1,
  "homo_lumo_gap_ev": 7.845,
  "homo_ev": -3.2080,
  "charge": -1
}